{
  "formula": "C36H51BF5FeGeN7OTe",
  "method": "ωB97M-V/def2-TZVPD",
  "species": ["Fe", "C", "C", "C", "C", "C", "C", "N", "N", "B", "N", "C", "C", "C", "N", "C", "C", "C", "N", "C", "C", "C", "N", "C", "C", "C", "H", "H", "H", "H", "H", "H", "H", "H", "H", "H", "H", "H", "H", "H", "H", "H", "H", "H", "H", "H", "H", "H", "H", "H", "H", "H", "H", "H", "C", "C", "C", "C", "N", "C", "C", "H", "H", "H", "H", "H", "H", "H", "C", "Te", "C", "H", "H", "H", "H", "H", "H", "F", "C", "C", "F", "C", "F", "C", "O", "C", "F", "C", "F", "C", "Ge", "C", "C", "C", "H", "H", "H", "H", "H", "H", "H", "H", "H", "H"],
  "coordinates": [[-0.0613, -0.2736, -0.3240], [-1.9255, -2.2307, 2.2554], [-1.9265, -1.2523, 3.4161], [-3.2346, -0.4582, 3.4614], [-0.7549, -0.3160, 3.3952], [-0.2214, 0.2846, 4.5478], [0.7960, 1.0794, 4.0819], [0.8561, 0.9384, 2.7482], [-0.0868, 0.0820, 2.3124], [1.8969, 1.6397, 1.8653], [2.7137, 0.6613, 0.9823], [3.9841, 0.2885, 1.1974], [4.4757, -0.2621, 0.0323], [3.4034, -0.1800, -0.8753], [2.3485, 0.3624, -0.2803], [3.3913, -0.4573, -2.3478], [4.4795, -1.4431, -2.7541], [3.5264, 0.8621, -3.1127], [1.2800, 2.7068, 0.9620], [1.4990, 4.0243, 1.1079], [0.9284, 4.6749, 0.0456], [0.3884, 3.6438, -0.7481], [0.5950, 2.4624, -0.1754], [-0.2881, 3.8372, -2.0738], [0.4467, 4.9144, -2.8804], [-0.3746, 2.5546, -2.8803], [-2.8481, -2.8101, 2.2484], [-1.0867, -2.9237, 2.3198], [-1.8494, -1.6857, 1.3138], [-1.8412, -1.8146, 4.3571], [-3.3914, 0.0608, 2.5137], [-3.2079, 0.2946, 4.2527], [-4.0797, -1.1238, 3.6438], [-0.5534, 0.1576, 5.5635], [1.4791, 1.7321, 4.5942], [2.6633, 2.1921, 2.6176], [4.4562, 0.4610, 2.1491], [5.4572, -0.6641, -0.1399], [2.4117, -0.8760, -2.5809], [5.4738, -1.0431, -2.5430], [4.4220, -1.6455, -3.8244], [4.3660, -2.3891, -2.2259], [4.4884, 1.3366, -2.9029], [2.7349, 1.5487, -2.8183], [3.4537, 0.6879, -4.1876], [2.0340, 4.3993, 1.9621], [0.9055, 5.7340, -0.1372], [-1.3054, 4.1949, -1.8692], [1.4847, 4.6198, -3.0422], [0.4449, 5.8812, -2.3788], [-0.0278, 5.0369, -3.8547], [0.5729, 2.0140, -2.8708], [-0.6341, 2.7757, -3.9161], [-1.1314, 1.8954, -2.4709], [2.3605, -6.3400, 0.5865], [1.8905, -4.9247, 0.4044], [1.0051, -4.5751, -0.6051], [0.5918, -3.2585, -0.7280], [1.0023, -2.2875, 0.0849], [1.8541, -2.6201, 1.0632], [2.3186, -3.9047, 1.2544], [1.9315, -6.9928, -0.1724], [2.0723, -6.7208, 1.5689], [3.4484, -6.4007, 0.5162], [0.6344, -5.3193, -1.2979], [-0.1169, -2.9592, -1.4836], [2.1624, -1.8166, 1.7154], [3.0042, -4.1132, 2.0663], [-4.1609, 3.0837, 1.8740], [-3.0582, 1.3073, 0.7792], [-4.8724, 1.2372, -0.3804], [-4.5501, 3.8230, 1.1706], [-3.4036, 3.5666, 2.4950], [-4.9773, 2.7488, 2.5167], [-5.7253, 1.3677, 0.2805], [-4.9315, 0.2775, -0.8731], [-4.8685, 2.0280, -1.1278], [-0.4375, -3.4468, -7.3368], [-0.2339, -2.7781, -6.1678], [-1.0755, -1.7460, -5.7772], [-2.1137, -1.4071, -6.5817], [-0.8671, -1.0645, -4.5968], [-1.7193, -0.0614, -4.2973], [0.1987, -1.3529, -3.6884], [0.3812, -0.7207, -2.6056], [1.0348, -2.4119, -4.1571], [2.1230, -2.7688, -3.4258], [0.8281, -3.0953, -5.3398], [1.6826, -4.0875, -5.7040], [-4.2720, -1.8663, -2.6670], [-3.2802, -2.0465, -0.9396], [-4.7289, -2.3804, 0.4001], [-2.5816, -3.9178, -1.1729], [-2.0917, -0.5673, -0.6316], [-4.8491, -2.7736, -2.8572], [-3.5652, -1.7310, -3.4837], [-4.9528, -1.0175, -2.6714], [-5.5893, -2.8093, -0.1180], [-5.0434, -1.4722, 0.9099], [-4.3965, -3.0956, 1.1513], [-3.4151, -4.6183, -1.0810], [-1.8306, -4.1850, -0.4325], [-2.1455, -4.0420, -2.1661], [-2.1095, -0.1082, -1.6330]],
  "atomic_forces_ev_per_a": [[-0.3, -0.1, -0.2], [0.1, -0.1, 0.0], [-0.1, 0.0, 0.1], [-0.1, -0.5, 0.8], [0.0, -0.2, 0.1], [0.0, 0.1, 0.0], [0.0, 0.0, 0.0], [0.4, 0.1, 0.1], [0.0, -0.2, -0.3], [-0.1, -0.1, -0.1], [0.0, 0.1, 0.2], [0.1, 0.0, -0.1], [0.0, -0.1, 0.1], [0.2, 0.1, -0.1], [-0.3, -0.3, 0.0], [0.0, -0.1, 0.1], [0.0, 0.1, 0.0], [0.0, -0.1, 0.1], [0.1, 0.1, 0.0], [-0.1, 0.1, 0.1], [0.1, 0.0, 0.0], [0.0, 0.0, 0.1], [-0.2, 0.0, -0.1], [0.0, 0.1, 0.0], [-0.1, 0.0, 0.1], [0.0, -0.1, 0.1], [0.1, 0.0, 0.1], [0.2, -0.1, 0.0], [0.0, -0.1, 0.0], [0.0, 0.0, 0.0], [-0.1, -0.5, 0.8], [0.0, 0.0, 0.1], [-0.1, -0.2, 0.1], [0.0, 0.0, 0.0], [0.1, 0.1, 0.0], [0.0, 0.0, 0.1], [0.0, 0.1, 0.1], [0.1, 0.0, 0.0], [0.3, 0.2, 0.2], [0.1, 0.0, 0.0], [0.0, 0.0, 0.0], [0.0, -0.1, 0.0], [0.1, 0.0, 0.0], [0.0, 0.0, 0.0], [0.0, 0.0, -0.1], [0.1, 0.0, 0.1], [0.0, 0.1, 0.0], [0.0, 0.0, -0.1], [0.1, 0.0, 0.0], [0.0, 0.1, 0.0], [0.0, 0.0, -0.1], [0.0, 0.0, 0.0], [-0.1, 0.0, -0.1], [-0.1, -0.2, 0.1], [0.0, 0.0, 0.0], [-0.1, 0.2, 0.0], [0.2, -0.1, 0.1], [0.1, 0.2, 0.1], [-0.1, -0.1, 0.1], [-0.2, 0.2, -0.2], [0.0, -0.2, -0.1], [0.0, 0.0, 0.0], [0.0, 0.0, 0.0], [0.0, 0.0, 0.0], [0.0, 0.0, 0.0], [0.0, 0.1, -0.1], [0.0, 0.1, 0.1], [0.0, 0.0, 0.0], [0.1, -0.1, 0.0], [0.1, 1.3, -1.7], [0.2, 0.1, 0.0], [0.0, 0.0, -0.1], [0.1, 0.0, 0.1], [-0.1, -0.1, 0.1], [0.0, 0.0, 0.1], [0.0, -0.2, -0.1], [0.0, 0.0, 0.0], [0.0, 0.1, 0.3], [0.0, -0.1, -0.1], [-0.2, 0.0, -0.2], [0.3, -0.1, 0.2], [-0.2, 0.1, 0.1], [0.2, -0.2, -0.1], [-0.2, 0.0, -0.1], [0.2, 0.0, 0.1], [0.0, 0.0, 0.0], [-0.4, -0.3, -0.1], [0.1, -0.1, -0.1], [-0.2, 0.3, 0.1], [0.1, 0.0, 0.2], [0.1, 0.1, -0.1], [0.1, 0.0, -0.1], [-0.1, 0.1, 0.1], [0.2, 0.1, -0.1], [-0.1, -0.1, 0.0], [0.1, 0.0, -0.1], [-0.1, 0.1, 0.0], [-0.1, 0.0, 0.0], [0.0, 0.1, 0.0], [-0.1, 0.0, 0.0], [-0.1, 0.0, 0.0], [0.0, 0.0, 0.1], [0.1, 0.0, -0.1], [0.0, 0.2, -0.1]],
  "multiplicity": 5,
  "homo_energy_ev": [-0.14, -0.25],
  "charge": -2,
  "s2": 6.011
}

=====

{
  "formula": "C2H32CdF6NO20S2",
  "method": "ωB97M-V/def2-TZVPD",
  "species": ["Cd", "C", "F", "F", "F", "S", "O", "O", "N", "S", "O", "O", "C", "F", "F", "F", "O", "H", "H", "O", "H", "H", "O", "H", "H", "O", "H", "H", "O", "H", "H", "O", "H", "H", "O", "H", "H", "O", "H", "H", "O", "H", "H", "O", "H", "H", "O", "H", "H", "O", "H", "H", "O", "H", "H", "O", "H", "H", "O", "H", "H", "O", "H", "H"],
  "coordinates": [[0.8295, 3.3489, 0.9560], [1.4431, -0.9833, 1.6173], [2.5227, -0.7853, 0.8629], [1.0830, -2.2792, 1.6029], [1.7269, -0.5618, 2.8890], [0.0067, 0.0779, 0.7969], [-0.6788, -0.8203, -0.0994], [-0.8711, 0.4612, 1.9086], [0.6830, 1.5948, 0.0477], [0.9430, 1.1112, -1.4259], [1.8852, 2.0502, -2.0198], [1.4123, -0.2666, -1.6253], [-0.7984, 1.3494, -2.3125], [-1.7189, 1.9159, -1.5012], [-0.5088, 2.0957, -3.4301], [-1.2030, 0.1063, -2.7450], [-1.2728, 3.4993, 1.2707], [-1.5788, 4.3693, 1.0143], [-2.0647, 3.0385, 1.5480], [-2.7602, 0.9574, 4.3598], [-2.9803, 1.7067, 4.9132], [-1.8979, 1.1686, 4.0017], [-2.9394, -2.3161, -1.3394], [-3.2118, -1.4007, -1.2751], [-3.0380, -2.5312, -2.2669], [1.2643, 2.4393, 2.8145], [0.6585, 2.4745, 3.5547], [2.0134, 1.9408, 3.1409], [2.3400, -2.2745, -3.2893], [2.1607, -1.6556, -2.5814], [2.4933, -1.7234, -4.0568], [4.3745, 2.0577, -0.7857], [4.6551, 1.5488, -0.0251], [4.4140, 1.4398, -1.5157], [4.2096, 3.8270, -3.4204], [3.3419, 4.1526, -3.1812], [4.5928, 3.5350, -2.5933], [-2.8834, 2.6375, -5.1047], [-2.1373, 3.2172, -5.2580], [-2.5843, 1.7779, -5.4011], [-3.7709, -0.5755, 2.3990], [-3.0743, -0.1147, 2.8665], [-3.3411, -1.3451, 2.0257], [-2.1572, -2.6098, 2.0346], [-1.6792, -2.5912, 2.8637], [-1.4794, -2.5196, 1.3648], [-0.0687, -3.4121, 4.1844], [0.3798, -2.8717, 4.8349], [0.6368, -3.8549, 3.7128], [1.5977, -3.8249, -0.8481], [1.8007, -3.3959, -1.6794], [2.4482, -3.9432, -0.4251], [-2.0131, -2.3362, -4.0562], [-2.9234, -2.5077, -4.2972], [-1.9049, -1.3935, -4.1827], [-3.6081, 2.2261, 1.8621], [-3.8610, 2.3662, 2.7746], [-3.7106, 1.2841, 1.7266], [5.1261, 0.3322, 1.0353], [5.7438, -0.0574, 1.6541], [4.5529, -0.3909, 0.7810], [-1.0214, -3.8444, 0.0296], [-1.4758, -3.1260, -0.4104], [-0.1227, -3.7954, -0.2964]],
  "atomic_forces_ev_per_a": [[1.6, 4.1, -0.5], [-0.4, 0.3, -0.3], [0.0, -0.5, 0.4], [0.5, 1.9, 0.3], [-0.5, -0.7, -1.4], [-2.9, 0.5, 2.1], [1.2, 0.8, -0.1], [2.0, 0.5, -0.7], [-1.5, -7.2, 0.6], [3.4, 0.3, -4.0], [-2.1, -0.1, 0.4], [-1.5, 1.5, 0.8], [1.1, -1.0, -0.8], [1.2, -0.7, -1.5], [-1.0, -0.8, 1.8], [0.0, 2.0, 0.7], [-0.5, 1.0, 0.1], [-0.1, 0.4, -0.1], [-1.3, -1.3, 0.3], [0.1, 0.2, 0.4], [-0.1, 0.1, 0.3], [0.4, 0.0, -0.3], [-0.3, 0.0, 0.4], [0.0, 0.3, 0.2], [0.4, -0.1, -0.2], [0.4, -0.7, 1.8], [-0.4, 0.1, 0.2], [0.5, -0.2, -0.1], [0.2, -0.6, 0.0], [-0.2, 0.6, 0.1], [0.0, 0.0, -0.2], [-0.2, 0.6, -0.3], [0.4, 0.0, 0.3], [-0.2, -0.1, -0.3], [0.2, 0.1, -0.4], [-0.2, -0.1, 0.1], [0.0, -0.1, 0.4], [-0.3, 0.0, 0.1], [0.2, 0.2, 0.0], [0.1, -0.2, -0.1], [-1.0, 1.2, -0.3], [0.0, -0.3, 0.3], [0.5, -0.8, -0.2], [-0.5, 0.3, 0.4], [0.2, -0.2, 0.4], [0.2, -0.6, -0.4], [-0.2, 0.2, 0.0], [0.1, 0.1, 0.2], [0.1, -0.2, -0.2], [0.2, 0.0, 0.3], [0.0, 0.0, -0.7], [0.1, -0.1, 0.1], [0.0, -0.3, 0.0], [-0.2, -0.1, -0.4], [0.1, 0.3, 0.0], [0.3, 1.3, -0.3], [-0.2, -0.2, 0.2], [-0.2, -1.1, -0.1], [0.1, -0.3, 0.5], [0.3, 0.1, 0.1], [-0.2, -0.2, -0.1], [0.1, -0.3, 0.3], [-0.6, 0.1, -0.6], [0.5, -0.1, -0.2]],
  "multiplicity": 2,
  "homo_energy_ev": [-7.12, -9.72],
  "relative_energy_kcal_mol": 0.0,
  "charge": 0,
  "s2": 0.751
}

=====

{
  "formula": "C35H39N2O4P3Pd",
  "method": "ωB97M-V/def2-TZVPD",
  "species": ["Pd", "O", "P", "C", "P", "O", "C", "C", "C", "C", "C", "C", "C", "C", "C", "C", "C", "C", "C", "C", "C", "C", "C", "C", "C", "C", "C", "C", "C", "C", "H", "H", "H", "H", "H", "H", "H", "H", "H", "H", "H", "H", "H", "H", "H", "H", "H", "H", "H", "H", "H", "H", "C", "O", "C", "O", "N", "N", "H", "H", "H", "H", "H", "H", "C", "P", "C", "C", "C", "C", "C", "C", "C", "H", "H", "H", "H", "H", "H", "H", "H", "H", "H", "H"],
  "coordinates": [[1.1854, -0.8501, 0.1975], [-0.0570, 0.2865, 1.5962], [-1.2429, 1.2232, 1.4654], [-1.9922, 1.2363, -0.1902], [-0.8411, 1.0006, -1.5756], [-0.1643, -0.3499, -1.4518], [-1.8383, 1.1088, -3.0485], [-1.5264, 2.0211, -4.0565], [-2.2985, 2.0629, -5.2091], [-3.3722, 1.1979, -5.3566], [-3.6802, 0.2814, -4.3569], [-2.9157, 0.2338, -3.2055], [0.3255, 2.3573, -1.5330], [-0.0885, 3.6825, -1.4038], [0.8511, 4.6989, -1.3905], [2.2035, 4.3948, -1.5012], [2.6187, 3.0777, -1.6340], [1.6822, 2.0537, -1.6572], [-0.7392, 2.9022, 1.8166], [0.6125, 3.1910, 1.9770], [1.0127, 4.4952, 2.2255], [0.0648, 5.5068, 2.3036], [-1.2862, 5.2193, 2.1463], [-1.6922, 3.9155, 1.9110], [-2.5615, 0.7612, 2.5798], [-3.9105, 0.9157, 2.2616], [-4.8824, 0.5873, 3.1961], [-4.5113, 0.1059, 4.4430], [-3.1680, -0.0475, 4.7658], [-2.1921, 0.2820, 3.8399], [-2.5405, 2.1721, -0.3279], [-2.7115, 0.4156, -0.2594], [-0.6849, 2.6924, -3.9487], [-2.0577, 2.7695, -5.9918], [-3.9722, 1.2327, -6.2562], [-4.5154, -0.3950, -4.4794], [-3.1565, -0.4925, -2.4364], [-1.1415, 3.9280, -1.3194], [0.5311, 5.7279, -1.2945], [2.9353, 5.1922, -1.4976], [3.6708, 2.8490, -1.7454], [1.9951, 1.0269, -1.8097], [1.3413, 2.3941, 1.9049], [2.0618, 4.7240, 2.3584], [0.3769, 6.5245, 2.4995], [-2.0219, 6.0086, 2.2247], [-2.7500, 3.6876, 1.8257], [-4.2156, 1.2934, 1.2936], [-5.9289, 0.7077, 2.9501], [-5.2716, -0.1488, 5.1695], [-2.8834, -0.4179, 5.7416], [-1.1440, 0.1696, 4.0908], [6.1868, -2.5907, -0.4546], [4.9399, -2.2927, -1.1102], [3.9165, -1.7929, -0.4587], [2.8785, -1.5501, -1.0633], [4.0697, -1.5653, 0.8791], [3.0086, -0.9947, 1.5987], [6.8296, -2.9875, -1.2307], [6.0441, -3.3471, 0.3178], [6.6343, -1.6834, -0.0477], [4.9461, -1.7138, 1.3504], [3.2585, -0.0617, 1.9142], [2.8029, -1.5627, 2.4133], [-0.0123, -3.4042, 2.3119], [0.1026, -2.9269, 0.5681], [-1.6102, -2.7916, 0.0077], [0.8850, -4.2721, -0.3206], [2.0060, -4.8928, 0.2391], [2.6780, -5.8785, -0.4628], [2.2451, -6.2423, -1.7324], [1.1412, -5.6217, -2.2964], [0.4620, -4.6344, -1.5974], [-0.6216, -4.3017, 2.4230], [-0.4702, -2.5796, 2.8605], [0.9740, -3.6024, 2.7294], [-2.1201, -3.7529, 0.0794], [-1.6289, -2.4279, -1.0181], [-2.1112, -2.0661, 0.6527], [2.3453, -4.6244, 1.2333], [3.5318, -6.3732, -0.0186], [2.7675, -7.0159, -2.2791], [0.8042, -5.9074, -3.2837], [-0.3957, -4.1551, -2.0516]],
  "atomic_forces_ev_per_a": [[0.0, 0.1, -0.1], [-0.1, 0.0, -0.1], [0.0, 0.0, 0.1], [0.0, 0.0, 0.0], [0.0, 0.0, 0.0], [0.1, 0.0, 0.1], [0.1, 0.1, -0.1], [-0.1, -0.1, 0.0], [0.0, 0.0, 0.0], [0.0, 0.0, 0.0], [0.0, 0.0, 0.0], [0.0, 0.0, 0.0], [0.1, -0.2, 0.0], [0.0, 0.0, 0.0], [0.0, 0.0, 0.0], [0.0, 0.0, 0.0], [0.0, 0.0, 0.0], [-0.1, 0.1, 0.0], [0.0, 0.0, 0.0], [0.0, 0.0, 0.0], [0.0, 0.0, 0.0], [0.0, 0.0, 0.0], [0.0, 0.0, 0.0], [0.0, 0.0, 0.0], [0.0, 0.0, 0.1], [0.0, 0.0, 0.0], [0.0, 0.0, 0.0], [0.0, 0.0, 0.0], [0.0, 0.0, 0.0], [0.0, 0.0, 0.0], [0.0, 0.0, 0.0], [0.0, 0.0, 0.0], [0.0, 0.0, 0.0], [0.0, 0.0, 0.0], [0.0, 0.0, 0.0], [0.0, 0.0, 0.0], [0.0, 0.0, 0.0], [0.0, 0.0, 0.0], [0.0, 0.0, 0.0], [0.0, 0.0, 0.0], [0.0, 0.0, 0.0], [0.0, 0.0, 0.0], [0.0, 0.0, 0.0], [0.0, 0.0, 0.0], [0.0, 0.0, 0.0], [0.0, 0.0, 0.0], [0.0, 0.0, 0.0], [0.0, 0.0, 0.0], [0.0, 0.0, 0.0], [0.0, 0.0, 0.0], [0.0, 0.0, 0.0], [0.0, 0.0, 0.0], [0.0, 0.0, 0.0], [0.0, 0.0, 0.0], [0.1, -0.1, 0.0], [-0.1, 0.1, 0.1], [0.0, 0.0, 0.0], [0.0, 0.0, 0.0], [0.0, 0.0, 0.0], [0.0, 0.0, 0.0], [0.0, 0.0, 0.0], [0.0, 0.0, 0.0], [0.0, 0.0, 0.0], [0.0, 0.0, 0.0], [0.0, 0.0, 0.0], [-0.1, -0.1, 0.0], [0.0, 0.0, 0.0], [0.1, 0.0, 0.1], [0.0, 0.0, 0.0], [0.0, 0.0, 0.0], [0.0, 0.0, 0.0], [0.0, 0.0, 0.0], [0.0, 0.0, 0.0], [0.0, 0.0, 0.0], [0.0, 0.0, 0.0], [0.0, 0.0, 0.0], [0.0, 0.0, 0.0], [0.0, 0.0, 0.0], [0.0, 0.0, 0.0], [0.0, 0.0, 0.0], [0.0, 0.0, 0.0], [0.0, 0.0, 0.0], [0.0, 0.0, 0.0], [0.0, 0.0, 0.0]],
  "multiplicity": 3,
  "homo_energy_ev": [-13.12, -14.06],
  "relative_energy_kcal_mol": 2.2,
  "charge": 2,
  "s2": 2.006
}